The following is a quantum chemistry calculation of C3H4LiLuO3 as an isolated structure at a distorted geometry, from OMol25.

XYZ file:
```
12
Properties=species:S:1:pos:R:3:forces:R:3
C 0.859692 0.137863 -0.985189 2.8 -1.5 2.8
C 0.008135 0.212742 0.253719 -0.7 0.7 -0.1
O -0.681505 -1.027678 0.403079 0.7 0.0 -1.1
C -1.517270 -1.190051 1.431210 -1.3 0.0 1.8
O -1.670957 -0.223413 2.217384 -0.2 -0.8 -0.2
O 1.948763 0.772501 -1.019106 -1.8 0.1 -0.9
H 0.814630 -0.841580 -1.504832 -0.6 0.7 -0.7
H -0.702342 1.048391 0.160981 0.1 -0.1 0.2
H 0.646320 0.418681 1.126863 0.0 0.1 -0.4
Lu -3.230383 -1.940820 3.273635 1.2 0.8 -1.1
Li 2.662149 1.711658 -2.478072 0.2 -0.1 0.3
H 0.862767 0.921707 -2.879671 -0.4 0.0 -0.5
```
Positions in Å, forces in eV/Å.

Calculated values
energy relative to the best compared isomer or geometry (same formula, charge and spin)	19.98	kcal per mole
E	-1585.026588	a.u.
HOMO level (spin up / spin down)	-9.25 / -9.25	eV
multiplicity	2
net charge	+1
⟨S²⟩	0.757
F_max	0.083	Eh/bohr